1.
Entry from OMol25: an isolated molecule of C2H2Cl2F2 at a distorted geometry (wB97M-V/def2-TZVPD).

Properties
- highest occupied orbital energy (hartree) = -0.4211
- strongest force on any atom (eV Å⁻¹) = 4.48
- structure (SMILES) = F[C@H](Cl)[C@H](F)Cl
- ΔE to the lowest compared entry with this formula, charge and spin (kJ/mol) = 66.0
- M (g mol⁻¹) = 134.9
- Kohn-Sham gap (eV) = 12.09

```
! RIJCOSX wB97M-V def2-TZVPD def2/J DEFGRID3
* xyz 0 1
F 0.492 -1.387 1.005
C 0.579 -0.457 0.042
Cl 2.111 0.160 -0.053
C -0.476 0.549 -0.055
F -0.379 1.502 0.960
Cl -2.076 -0.274 -0.015
H 0.346 -1.112 -0.827
H -0.597 1.020 -1.057
*
```

2.
Entry from OMol25: an isolated molecule of C2H2Cl2F2 at a distorted geometry (wB97M-V/def2-TZVPD).

Properties
- highest occupied orbital energy (hartree) = -0.4187
- strongest force on any atom (eV Å⁻¹) = 4.10
- structure (SMILES) = F[C@@H](Cl)[C@@H](F)Cl
- ΔE to the lowest compared entry with this formula, charge and spin (kJ/mol) = 57.2
- M (g mol⁻¹) = 134.9
- Kohn-Sham gap (eV) = 12.12

```
! RIJCOSX wB97M-V def2-TZVPD def2/J DEFGRID3
* xyz 0 1
F 1.061 -0.683 1.320
C 0.214 0.178 0.729
Cl 0.867 1.835 0.467
C -0.232 -0.295 -0.552
F -1.467 0.206 -0.887
Cl 0.685 -0.050 -2.019
H -0.731 0.174 1.289
H -0.398 -1.365 -0.348
*
```

3.
Entry from OMol25: a cluster of 2 separate species, C2H2Cl2O in total at a distorted geometry (wB97M-V/def2-TZVPD).

Properties
- highest occupied orbital energy (hartree) = -0.3600
- strongest force on any atom (eV Å⁻¹) = 3.72
- ΔE to the lowest compared entry with this formula, charge and spin (kJ/mol) = 295.6
- M (g mol⁻¹) = 112.9
- Kohn-Sham gap (eV) = 8.68

```
! RIJCOSX wB97M-V def2-TZVPD def2/J DEFGRID3
* xyz 0 1
C 0.620 -0.263 -0.419
C -0.195 0.348 0.577
O 0.114 1.162 -0.382
Cl 2.346 -0.397 -0.009
Cl -2.523 -0.293 -0.063
H 0.292 -0.992 -1.240
H -0.654 0.435 1.536
*
```

Repeat the first record exactly.
Entry from OMol25: an isolated molecule of C2H2Cl2F2 at a distorted geometry (wB97M-V/def2-TZVPD).

Properties
- highest occupied orbital energy (hartree) = -0.4211
- strongest force on any atom (eV Å⁻¹) = 4.48
- structure (SMILES) = F[C@H](Cl)[C@H](F)Cl
- ΔE to the lowest compared entry with this formula, charge and spin (kJ/mol) = 66.0
- M (g mol⁻¹) = 134.9
- Kohn-Sham gap (eV) = 12.09

```
! RIJCOSX wB97M-V def2-TZVPD def2/J DEFGRID3
* xyz 0 1
F 0.492 -1.387 1.005
C 0.579 -0.457 0.042
Cl 2.111 0.160 -0.053
C -0.476 0.549 -0.055
F -0.379 1.502 0.960
Cl -2.076 -0.274 -0.015
H 0.346 -1.112 -0.827
H -0.597 1.020 -1.057
*
```

What is the M in the second record? 134.9 g mol⁻¹